Formula: C4H5NO
Source: OMol25
Level of theory: the ωB97M-V functional and the def2-TZVPD basis

## Properties
HOMO-LUMO gap = 9.95 eV
E_HOMO = -9.0 eV

Structure (ORCA input):
```
! wB97M-V def2-TZVPD RIJCOSX def2/J DEFGRID3
* xyz 0 1
C -1.873 -0.028 -0.014
C -0.340 -0.036 -0.145
C 1.603 0.724 -0.010
C 1.645 -0.649 -0.062
H -2.393 1.179 -0.367
H -2.053 -0.215 1.242
H -2.271 -1.000 -0.605
H 2.459 1.440 -0.006
H 2.540 -1.379 0.262
N 0.300 1.074 -0.140
O 0.384 -1.109 -0.155
*
```



Formula: C4H5NO
Source: OMol25
Level of theory: the ωB97M-V functional and the def2-TZVPD basis

## Properties
HOMO-LUMO gap = 11.05 eV
E_HOMO = -10.4 eV
SMILES = CC(=O)CC#N

Structure (ORCA input):
```
! wB97M-V def2-TZVPD RIJCOSX def2/J DEFGRID3
* xyz 0 1
C 0.683 0.930 0.853
C -0.094 -0.362 0.783
O -0.167 -1.137 1.705
C -0.842 -0.670 -0.526
C -0.012 -0.473 -1.715
N 0.667 -0.312 -2.637
H 0.779 1.228 1.899
H 0.214 1.728 0.268
H 1.686 0.769 0.442
H -1.711 -0.002 -0.592
H -1.204 -1.700 -0.479
*
```



Formula: C4H5NO
Source: OMol25
Level of theory: the ωB97M-V functional and the def2-TZVPD basis

## Properties
HOMO-LUMO gap = 8.98 eV
E_HOMO = -9.5 eV
SMILES = [H]/N=C/C=C\C=O

Structure (ORCA input):
```
! wB97M-V def2-TZVPD RIJCOSX def2/J DEFGRID3
* xyz 0 1
O 1.534 2.367 0.495
C 1.062 1.250 0.461
C -0.410 1.031 0.586
C -1.061 -0.063 0.163
C -0.443 -1.216 -0.542
N 0.814 -1.306 -0.726
H -0.964 1.861 1.026
H 1.667 0.341 0.325
H -2.138 -0.130 0.325
H -1.147 -1.976 -0.904
H 1.085 -2.159 -1.210
*
```



Formula: C4H5NO
Source: OMol25
Level of theory: the ωB97M-V functional and the def2-TZVPD basis

## Properties
HOMO-LUMO gap (spin up / spin down) = 8.00 / 8.00 eV
E_HOMO (spin up / spin down) = -8.1 / -8.1 eV

Structure (ORCA input):
```
! wB97M-V def2-TZVPD RIJCOSX def2/J DEFGRID3
* xyz 0 1
C 0.240 -0.083 0.275
C 1.597 0.811 0.595
C -1.321 -2.029 0.814
C -0.339 0.448 -1.033
N -0.514 -1.086 0.732
O 2.421 0.570 1.422
H 1.582 1.670 -0.075
H -2.218 -2.036 1.392
H -1.422 0.343 -1.063
H 0.075 -0.109 -1.876
H -0.101 1.499 -1.182
*
```



Formula: C4H5NO
Source: OMol25
Level of theory: the ωB97M-V functional and the def2-TZVPD basis

## Properties
HOMO-LUMO gap = 9.57 eV
E_HOMO = -8.7 eV
SMILES = NC1=C[C@H]1C=O

Structure (ORCA input):
```
! wB97M-V def2-TZVPD RIJCOSX def2/J DEFGRID3
* xyz 0 1
N 1.845 0.099 0.630
C 0.596 0.481 0.225
C -0.197 1.297 -0.384
C -0.871 0.139 0.311
C -1.266 -1.094 -0.440
O -0.565 -1.602 -1.287
H 2.012 -0.899 0.657
H 2.586 0.582 0.136
H -0.409 2.219 -0.892
H -1.510 0.353 1.179
H -2.222 -1.575 -0.134
*
```



Formula: C4H5NO
Source: OMol25
Level of theory: the ωB97M-V functional and the def2-TZVPD basis

## Properties
HOMO-LUMO gap = 9.95 eV
E_HOMO = -9.4 eV
SMILES = C=C=CC(N)=O

Structure (ORCA input):
```
! wB97M-V def2-TZVPD RIJCOSX def2/J DEFGRID3
* xyz 0 1
N -1.202 1.148 0.312
C -1.318 -0.210 0.455
O -2.351 -0.761 0.787
C -0.079 -0.987 0.265
C 1.036 -0.368 -0.003
C 2.012 0.118 -0.702
H -2.065 1.665 0.347
H -0.423 1.565 -0.177
H -0.127 -2.065 0.342
H 1.771 -0.735 -1.388
H 2.914 0.615 -0.337
*
```



Formula: C4H5NO
Source: OMol25
Level of theory: the ωB97M-V functional and the def2-TZVPD basis

## Properties
HOMO-LUMO gap = 9.87 eV
E_HOMO = -10.2 eV

Structure (ORCA input):
```
! wB97M-V def2-TZVPD RIJCOSX def2/J DEFGRID3
* xyz 0 1
C 0.384 1.436 0.312
C 0.269 -0.536 -0.244
C -0.922 -0.701 0.605
O -1.162 0.159 1.422
C 0.279 -1.343 -1.498
N 0.279 -2.002 -2.457
H 1.351 1.569 -0.123
H -0.454 1.922 -0.185
H 0.389 1.753 1.383
H 1.201 -0.711 0.280
H -1.614 -1.546 0.505
*
```



Formula: C4H5NO
Source: OMol25
Level of theory: the ωB97M-V functional and the def2-TZVPD basis

## Properties
HOMO-LUMO gap = 8.09 eV
E_HOMO = -8.7 eV

Structure (ORCA input):
```
! wB97M-V def2-TZVPD RIJCOSX def2/J DEFGRID3
* xyz 0 1
O -1.685 -0.549 1.265
C -0.794 -0.148 0.534
C 0.357 0.782 0.885
C 1.261 0.884 -0.326
N 0.895 -0.305 -1.082
C -0.566 -0.468 -0.922
H 0.076 1.699 1.403
H 1.081 0.277 1.565
H -1.022 0.315 -1.544
H 1.328 -1.053 -0.513
H -0.930 -1.434 -1.266
*
```



Formula: C4H5NO
Source: OMol25
Level of theory: the ωB97M-V functional and the def2-TZVPD basis

## Properties
HOMO-LUMO gap = 10.81 eV
E_HOMO = -9.9 eV
SMILES = C#CC(=O)NC

Structure (ORCA input):
```
! wB97M-V def2-TZVPD RIJCOSX def2/J DEFGRID3
* xyz 0 1
C -1.164 0.420 -0.813
N -0.786 -0.794 -0.114
C 0.307 -0.947 0.691
O 0.454 -1.891 1.446
C 1.346 0.086 0.543
C 2.259 0.861 0.394
H -1.907 0.176 -1.576
H -0.303 0.873 -1.310
H -1.591 1.169 -0.137
H -1.517 -1.468 0.075
H 3.070 1.546 0.251
*
```



Formula: C4H5NO
Source: OMol25
Level of theory: the ωB97M-V functional and the def2-TZVPD basis

## Properties
HOMO-LUMO gap = 11.17 eV
E_HOMO = -10.6 eV
SMILES = C[C@H](C#N)C=O

Structure (ORCA input):
```
! wB97M-V def2-TZVPD RIJCOSX def2/J DEFGRID3
* xyz 0 1
C 0.604 -1.128 0.407
C -0.307 0.099 0.321
C 0.279 1.476 -0.042
O 1.416 1.846 0.069
C -1.201 -0.056 -0.831
N -1.768 -0.147 -1.830
H -0.037 -2.015 0.419
H 1.239 -1.184 -0.481
H 1.232 -1.144 1.299
H -0.914 0.216 1.232
H -0.544 2.038 -0.561
*
```



Formula: C4H5NO
Source: OMol25
Level of theory: the ωB97M-V functional and the def2-TZVPD basis

## Properties
HOMO-LUMO gap = 9.38 eV
E_HOMO = -9.4 eV
SMILES = CO/C=C\C#N

Structure (ORCA input):
```
! wB97M-V def2-TZVPD RIJCOSX def2/J DEFGRID3
* xyz 0 1
C 2.318 -0.467 0.180
C 0.461 0.791 -0.132
C -0.920 1.181 0.199
C -1.857 0.042 0.040
H 3.137 -0.831 -0.568
H 2.419 -0.882 1.297
H 2.865 0.610 0.224
H 1.235 1.676 -0.281
H -1.355 2.116 -0.143
N -2.304 -1.166 0.011
O 0.976 -0.477 -0.291
*
```



Formula: C4H5NO
Source: OMol25
Level of theory: the ωB97M-V functional and the def2-TZVPD basis

## Properties
HOMO-LUMO gap = 8.27 eV
E_HOMO = -8.4 eV

Structure (ORCA input):
```
! wB97M-V def2-TZVPD RIJCOSX def2/J DEFGRID3
* xyz 0 1
C -0.866 0.081 -0.073
C -0.448 -0.656 -1.325
O 0.637 -1.161 -1.479
C 1.525 1.195 0.516
N 1.003 0.548 1.514
C -0.038 -0.143 1.162
H -0.860 1.157 -0.332
H -1.901 -0.204 0.162
H -1.219 -0.697 -2.123
H 2.544 0.793 0.379
H -0.300 -0.969 1.806
*
```



Results for E: -7764.0782, -7766.1341, -7764.9247, -7762.5915, -7763.9017, -7764.0778, -7762.9005, -7762.3608, -7764.7838, -7765.5397, -7762.2685, -7762.1661 (in eV, following the order of the records).